# 1
Density functional theory data (ωB97M-V/def2-TZVPD) for a cluster of 2 separate species, C18H24ClNO4 in total in a non-equilibrium geometry.

## Properties
HOMO energy = -6.3 eV
Energy above the lowest of the compared OMol25 structures with the same formula, charge and spin = 114.18 kcal/mol
HOMO-LUMO gap = 5.38 eV

Each line ends with the natural charge from an NBO analysis.
Positions of all 48 atoms, in Å:
C -5.144 -2.263 1.403  -0.6204
C -3.677 -2.586 1.270  -0.0652
O -2.997 -1.508 0.598  -0.5319
C -1.645 -1.598 0.631  0.7655
C -0.885 -0.299 0.760  -0.6102
Cl 0.114 -0.356 2.139  -0.0145
C -1.564 1.033 0.596  0.7746
O -0.879 2.052 0.546  -0.6974
O -2.910 1.019 0.567  -0.5375
C -3.652 2.045 1.304  -0.0592
C -5.073 1.552 1.443  -0.6205
O -1.034 -2.658 0.646  -0.6554
H -5.646 -3.170 1.752  0.2100
H -5.315 -1.467 2.136  0.2029
H -5.616 -1.961 0.463  0.2138
H -3.222 -2.683 2.263  0.1801
H -3.531 -3.505 0.693  0.1844
H -3.192 2.179 2.294  0.1840
H -3.617 2.971 0.716  0.1816
H -5.688 2.392 1.775  0.2081
H -5.486 1.185 0.499  0.2191
H -5.145 0.741 2.178  0.2073
C 4.324 2.512 -1.019  -0.4158
C 3.443 3.312 -0.050  -0.4171
C 2.177 2.477 0.205  -0.2286
N 2.479 1.136 -0.318  -0.3255
C 1.556 0.183 -0.376  0.3061
C 1.948 -1.118 -0.823  -0.1453
C 3.191 -1.689 -0.413  -0.1505
C 3.909 -2.434 -1.335  -0.2376
C 3.314 -2.768 -2.564  -0.1732
C 1.966 -2.467 -2.815  -0.2313
C 1.248 -1.692 -1.907  -0.1182
C 3.708 1.110 -1.119  -0.2286
H 4.349 2.968 -2.014  0.2163
H 5.353 2.434 -0.657  0.2205
H 3.965 3.461 0.900  0.2147
H 3.179 4.290 -0.460  0.2261
H 1.903 2.430 1.270  0.2430
H 1.318 2.913 -0.330  0.2416
H 0.495 0.471 -0.350  0.2892
H 3.583 -1.506 0.590  0.2304
H 4.927 -2.758 -1.108  0.2249
H 3.891 -3.317 -3.314  0.2210
H 1.458 -2.839 -3.713  0.2283
H 0.189 -1.448 -2.046  0.2493
H 3.507 0.852 -2.173  0.2187
H 4.422 0.373 -0.733  0.2224

# 2
Density functional theory data (ωB97M-V/def2-TZVPD) for a cluster of 10 separate species, C27H74O10 in total in a non-equilibrium geometry.

## Properties
Structure (SMILES) = CC(C)O.CC(C)O.CC(C)O.CC(C)O.CC(C)O.CC(C)O.CC(C)O.CCO.CCO.CCO
HOMO energy = -9.7 eV
Energy above the lowest of the compared OMol25 structures with the same formula, charge and spin = 105.41 kcal/mol
HOMO-LUMO gap = 10.04 eV

Each line ends with the Mulliken charge.
Positions of all 111 atoms, in Å:
C -5.633 0.714 3.838  -1.3151
C -4.920 2.095 3.496  0.3946
C -3.771 1.950 2.526  -0.5465
O -5.912 3.049 3.069  -0.5488
H -6.115 0.293 2.955  0.3219
H -6.407 0.785 4.602  0.3886
H -4.916 -0.086 4.021  0.3336
H -4.509 2.509 4.416  0.2553
H -3.423 2.864 2.044  0.4186
H -4.241 1.440 1.686  -0.2159
H -3.049 1.206 2.864  0.2321
H -6.687 2.539 2.821  0.3253
C 0.089 -1.135 0.600  -0.8445
C -0.410 -0.351 -0.583  1.7971
C -1.875 0.147 -0.552  -1.1544
O 0.432 0.810 -0.720  -0.3841
H 0.029 -0.395 1.398  0.1712
H 1.105 -1.497 0.443  -0.1092
H -0.416 -2.004 1.022  0.5514
H -0.221 -0.974 -1.457  -0.7367
H -2.622 -0.613 -0.322  0.3872
H -2.208 0.521 -1.519  -0.0874
H -2.036 0.915 0.205  0.1880
H 1.357 0.738 -0.476  0.0929
C -1.313 5.883 -2.380  -1.2248
C -1.459 4.650 -3.328  0.2818
C -1.503 3.312 -2.543  -0.8770
O -2.693 4.716 -3.920  -0.5635
H -2.134 5.964 -1.667  0.3082
H -1.284 6.755 -3.033  0.3542
H -0.365 5.850 -1.842  0.2834
H -0.707 4.617 -4.116  0.3284
H -0.632 3.091 -1.927  0.0567
H -1.541 2.408 -3.151  0.2809
H -2.295 3.319 -1.794  0.4028
H -3.364 4.528 -3.260  0.3638
C 5.130 3.388 -2.942  -1.7427
C 4.136 2.879 -1.874  1.2231
C 2.790 3.633 -1.881  -1.3817
O 3.887 1.551 -2.099  -0.4456
H 4.568 3.432 -3.875  0.4045
H 6.069 2.836 -2.975  0.3850
H 5.349 4.451 -2.839  0.4004
H 4.616 2.981 -0.901  0.0317
H 2.292 3.629 -2.850  0.3316
H 3.114 4.618 -1.544  0.4654
H 2.022 3.282 -1.193  0.2710
H 3.360 1.323 -1.330  -0.0182
C -5.659 -1.334 -1.337  -1.3526
C -5.771 0.234 -1.713  0.9720
C -5.015 0.491 -2.974  -1.2426
O -7.165 0.600 -1.847  -0.5665
H -6.219 -1.608 -0.443  0.3717
H -4.694 -1.832 -1.247  0.3361
H -6.158 -1.926 -2.104  0.3895
H -5.298 0.737 -0.868  -0.1678
H -5.548 0.139 -3.857  0.3674
H -3.974 0.178 -2.898  0.2830
H -5.036 1.574 -3.095  0.2781
H -7.501 0.352 -0.983  0.3320
C 5.095 -4.432 -0.982  -1.3516
C 3.742 -3.751 -1.216  0.8350
C 2.533 -4.703 -1.445  -1.4105
O 3.350 -2.888 -0.191  -0.2916
H 4.970 -5.400 -0.496  0.3294
H 5.668 -3.671 -0.453  0.3259
H 5.578 -4.625 -1.940  0.3759
H 3.807 -3.048 -2.047  -0.0351
H 2.587 -5.542 -0.752  0.4495
H 2.593 -5.151 -2.437  0.3704
H 1.528 -4.294 -1.340  0.2783
H 3.250 -3.388 0.623  0.1714
C 5.244 0.106 0.713  -1.0449
C 3.714 0.107 1.146  0.5107
C 3.385 1.465 1.855  -1.4302
O 2.944 -0.020 0.022  0.3337
H 5.511 -0.746 0.088  0.1938
H 5.952 0.020 1.537  0.4437
H 5.415 1.042 0.180  0.1687
H 3.448 -0.619 1.914  0.4611
H 2.328 1.524 2.114  0.2393
H 3.690 2.313 1.242  0.2409
H 4.056 1.518 2.712  0.4747
H 3.202 -0.894 -0.280  -0.5773
C 1.202 -0.312 -4.435  -1.1460
C 1.625 -1.302 -3.398  0.7288
O 2.485 -2.167 -4.148  -0.6395
H 1.943 -0.200 -5.226  0.3710
H 1.012 0.665 -3.991  0.1919
H 0.265 -0.581 -4.923  0.3124
H 0.825 -1.901 -2.962  0.1933
H 2.312 -0.937 -2.635  -0.2750
H 3.377 -1.810 -4.159  0.3425
C 0.771 -0.179 5.038  -1.1519
C -0.422 -1.054 4.963  0.1706
O -0.361 -2.163 5.834  -0.5579
H 0.641 0.725 4.442  0.3020
H 1.703 -0.651 4.725  0.2313
H 0.985 0.132 6.061  0.4505
H -0.552 -1.299 3.909  0.0488
H -1.295 -0.514 5.329  0.3132
H -0.271 -1.888 6.749  0.2823
C -0.725 -5.122 2.961  -0.8162
C -0.278 -5.392 4.390  -0.3499
O 0.852 -4.549 4.724  -0.5274
H -1.262 -4.175 2.903  0.2837
H -1.506 -5.862 2.794  0.3397
H 0.157 -5.289 2.342  0.1661
H 0.006 -6.416 4.635  0.3586
H -1.219 -5.241 4.919  0.2497
H 0.498 -3.665 4.843  0.2307

# 3
Density functional theory data (ωB97M-V/def2-TZVPD) for a cluster of 3 separate species, C2H10NO2 in total in a non-equilibrium geometry.

## Properties
Multiplicity = 2
HOMO energy (spin up / spin down) = -19.4 / -19.4 eV
Energy above the lowest of the compared OMol25 structures with the same formula, charge and spin = 23.48 kcal/mol
Total charge = +2
HOMO-LUMO gap (spin up / spin down) = 8.23 / 4.49 eV

Each line ends with the natural charge from an NBO analysis.
Positions of all 15 atoms, in Å:
C -0.165 0.352 -1.221  0.2624
C 0.706 0.014 -2.272  0.0517
N 0.210 0.363 0.170  -0.7892
H -1.132 0.856 -1.508  0.2994
H 0.186 0.046 -3.236  0.2851
H 1.754 -0.179 -2.093  0.2678
H 1.189 0.580 0.401  0.4946
H -0.452 0.891 0.767  0.5201
H -0.027 -0.609 0.480  0.5317
H -0.717 -3.058 -0.473  0.5062
H 0.089 -3.379 0.777  0.5272
O -0.184 -2.639 0.216  -0.9930
H -0.794 1.831 3.283  0.5139
H 0.087 2.701 2.301  0.4903
O -0.747 2.232 2.409  -0.9681

# 4
Density functional theory data (ωB97M-V/def2-TZVPD) for a cluster of 2 separate species, C2H5NOS in total in a non-equilibrium geometry.

## Properties
Multiplicity = 3
HOMO energy (spin up / spin down) = -6.0 / -9.5 eV
Energy above the lowest of the compared OMol25 structures with the same formula, charge and spin = 41.47 kcal/mol
HOMO-LUMO gap (spin up / spin down) = 6.00 / 7.08 eV

Each line ends with the natural charge from an NBO analysis.
Positions of all 10 atoms, in Å:
C -0.179 -0.583 0.208  0.2791
C -0.481 -0.488 1.568  -0.7482
N 0.132 -1.395 -0.623  -0.6462
O 0.417 1.071 -2.290  -0.8166
S 0.198 1.795 -0.666  0.3402
H 0.411 -0.029 2.089  0.2577
H -1.292 0.395 1.724  0.2318
H -0.943 -1.388 1.973  0.2382
H 0.546 -0.818 -1.340  0.3822
H 1.191 1.440 -2.642  0.4817

# 5
Density functional theory data (ωB97M-V/def2-TZVPD) for a structure of composition C16H32Cl2NiO8S4 in a non-equilibrium geometry.

## Properties
Multiplicity = 3
HOMO energy (spin up / spin down) = -8.3 / -8.3 eV
Energy above the lowest of the compared OMol25 structures with the same formula, charge and spin = 62.28 kcal/mol
HOMO-LUMO gap (spin up / spin down) = 8.64 / 8.64 eV

Each line ends with the natural charge from an NBO analysis.
Positions of all 63 atoms, in Å:
Ni 1.333 0.052 -0.493  1.5075
Cl 1.918 1.762 -2.182  -0.8262
Cl 2.213 -2.093 -1.128  -0.8175
C -1.554 -1.523 -4.797  -0.4190
C -2.060 -2.511 -3.694  -0.4019
C -2.612 -1.500 -2.656  -0.6315
S -1.561 0.012 -2.617  2.0817
O -0.607 -0.230 -1.517  -0.9877
O -2.321 1.303 -2.842  -0.8968
C -0.700 -0.347 -4.210  -0.6246
H -2.355 -1.075 -5.386  0.2116
H -1.039 -2.153 -5.523  0.2310
H -1.195 -3.020 -3.268  0.2217
H -2.764 -3.287 -3.993  0.2333
H -2.851 -1.922 -1.680  0.2425
H -3.490 -1.067 -3.136  0.2341
H 0.319 -0.661 -3.984  0.2741
H -0.685 0.601 -4.748  0.2633
C -3.182 -1.503 1.073  -0.4211
C -2.924 -2.939 0.779  -0.4048
C -1.316 -3.044 0.542  -0.6355
S -0.541 -1.849 1.761  2.1096
O 0.306 -0.902 1.015  -0.9871
O 0.068 -2.604 2.868  -0.9120
C -2.191 -1.154 2.174  -0.6342
H -4.194 -1.347 1.447  0.2301
H -3.085 -0.856 0.201  0.2313
H -3.501 -3.404 -0.020  0.2238
H -3.140 -3.539 1.663  0.2116
H -0.940 -2.748 -0.437  0.2612
H -1.031 -4.048 0.854  0.2493
H -2.120 -0.075 2.316  0.2706
H -2.468 -1.599 3.130  0.2419
C -0.814 5.128 -0.302  -0.4190
C -1.327 5.234 1.165  -0.4075
C -1.089 3.927 1.916  -0.6339
S -1.098 2.639 0.576  2.1143
O -2.328 1.882 0.585  -0.9645
O 0.159 1.912 0.612  -0.9648
C -1.182 3.765 -0.941  -0.6109
H 0.274 5.189 -0.350  0.2223
H -1.181 5.947 -0.920  0.2278
H -2.402 5.410 1.189  0.2092
H -0.784 6.061 1.623  0.2261
H -1.680 3.499 2.726  0.2525
H -0.056 4.110 2.210  0.2487
H -2.240 3.771 -1.201  0.2314
H -0.651 3.416 -1.827  0.2907
C 5.447 -1.708 1.875  -0.4083
C 4.068 -2.020 2.514  -0.4322
C 3.558 -0.721 3.192  -0.6187
S 3.873 0.514 1.829  2.1136
O 4.285 1.721 2.519  -0.9208
O 2.715 0.573 0.898  -0.9956
C 5.320 -0.376 1.086  -0.6229
H 5.682 -2.506 1.170  0.2419
H 6.171 -1.539 2.671  0.2074
H 4.093 -2.933 3.109  0.2292
H 3.375 -2.345 1.737  0.2467
H 4.229 -0.522 4.028  0.2310
H 2.512 -0.666 3.492  0.2588
H 6.148 0.298 1.307  0.2452
H 5.196 -0.393 0.003  0.2718

# 6
Density functional theory data (ωB97M-V/def2-TZVPD) for the ion C4H9N2 with charge +1 in a non-equilibrium geometry.

## Properties
Structure (SMILES) = C#[N+]N(C)CC
HOMO energy = -14.2 eV
Energy above the lowest of the compared OMol25 structures with the same formula, charge and spin = 115.18 kcal/mol
Total charge = +1
HOMO-LUMO gap = 9.87 eV

Each line ends with the natural charge from an NBO analysis.
Positions of all 15 atoms, in Å:
C 0.518 -1.387 2.261  0.2559
N -0.069 -0.832 1.427  -0.0086
N -0.538 -0.222 0.428  -0.2363
C -1.097 1.083 0.793  -0.4312
C -0.247 -0.352 -1.281  -0.0977
C 1.200 -0.065 -1.491  -0.6713
H 0.879 -1.812 3.168  0.2949
H -1.803 0.923 1.599  0.2288
H -0.327 1.815 1.067  0.2167
H -1.671 1.520 -0.055  0.2336
H -0.929 0.461 -1.738  0.2524
H -0.448 -1.394 -1.369  0.2317
H 1.868 -0.923 -1.573  0.2446
H 1.494 0.698 -0.857  0.2352
H 1.169 0.487 -2.379  0.2513

# 7
Density functional theory data (ωB97M-V/def2-TZVPD) for a cluster of 4 separate species, CH11N2O3 in total in a non-equilibrium geometry.

## Properties
HOMO energy = -15.1 eV
Energy above the lowest of the compared OMol25 structures with the same formula, charge and spin = 22.07 kcal/mol
Total charge = +1
HOMO-LUMO gap = 12.04 eV

Each line ends with the natural charge from an NBO analysis.
Positions of all 17 atoms, in Å:
N -0.783 1.563 -1.072  -0.7144
C 0.419 1.291 -1.515  0.4090
N 1.316 0.523 -0.976  -0.7328
H -1.203 1.003 -0.294  0.4491
H -1.452 1.993 -1.690  0.4267
H 0.660 1.703 -2.497  0.2114
H 2.101 0.116 -1.461  0.4349
H 1.407 0.347 0.028  0.4521
H -2.308 0.157 1.495  0.4868
H -3.244 1.177 0.943  0.4990
O -2.303 0.988 1.027  -0.9421
H 2.606 -0.733 2.232  0.4923
H 1.674 -1.463 1.382  0.4850
O 1.772 -0.571 1.764  -0.9603
H -0.533 -2.171 0.632  0.4594
H -0.137 -3.427 0.113  0.4824
O 0.007 -2.496 -0.110  -0.9384

# 8
Density functional theory data (ωB97M-V/def2-TZVPD) for a cluster of 30 separate species, H60O30 in total in a non-equilibrium geometry.

## Properties
HOMO energy = -9.4 eV
Energy above the lowest of the compared OMol25 structures with the same formula, charge and spin = 84.39 kcal/mol
HOMO-LUMO gap = 8.98 eV

Each line ends with the Mulliken charge.
Positions of all 90 atoms, in Å:
O 0.742 -0.500 -0.202  -0.1914
O -1.419 1.465 -0.253  -0.7763
O -1.173 -0.053 -2.560  -0.8521
O 1.298 -0.918 2.441  -0.4406
O 3.381 0.351 -0.170  -0.6264
O 1.542 -2.679 -1.641  -0.6233
O 1.584 0.336 -3.284  -0.5517
O -2.210 -2.631 -1.503  -0.6149
O -1.239 -1.367 3.489  -0.5326
O -2.487 2.110 2.372  -0.5456
O -0.753 -3.764 2.138  -0.6734
O -1.158 4.219 -1.180  -0.6591
O 1.296 -4.329 0.630  -0.6166
O 3.313 2.903 -1.251  -0.5523
O 2.437 1.091 3.745  -0.6388
O 3.856 -1.119 -2.876  -0.5925
O 3.237 -3.099 2.229  -0.6967
O 2.103 2.825 -3.858  -0.7236
O 2.408 4.355 1.634  -0.6821
O -4.681 2.351 0.543  -0.6911
O 1.412 -2.970 -4.269  -0.6583
O -2.765 0.456 4.608  -0.7320
O -2.307 0.936 -4.786  -0.6253
O -4.745 -1.479 -2.282  -0.6664
O -2.511 -4.980 0.436  -0.6225
O 4.516 2.587 2.129  -0.5473
O 1.785 5.295 -1.276  -0.5745
O -5.350 -1.713 1.632  -0.6359
O 0.365 -1.083 5.809  -0.6598
O -5.976 0.102 -0.418  -0.6948
H 0.693 -1.226 -0.816  -0.0314
H 0.100 0.193 -0.469  0.2338
H -1.169 2.311 -0.651  0.3301
H -1.375 1.741 0.713  0.2295
H -1.526 0.241 -1.707  0.2179
H -1.429 -0.997 -2.557  0.3383
H 1.040 -0.804 1.535  0.4197
H 1.828 -0.106 2.724  0.3400
H 2.453 0.146 -0.047  0.3348
H 3.412 1.264 -0.499  0.4168
H 1.213 -2.937 -2.500  0.2834
H 2.478 -2.630 -1.827  0.2050
H 0.702 0.274 -2.939  0.2857
H 1.491 -0.112 -4.198  0.2772
H -1.711 -2.989 -0.722  0.1485
H -2.190 -3.304 -2.225  0.3131
H -1.238 -2.230 3.030  0.2869
H -0.434 -1.053 3.135  0.3838
H -2.429 1.663 3.227  0.2741
H -2.565 3.045 2.538  0.3012
H 0.165 -3.896 1.850  0.4319
H -1.273 -4.368 1.565  0.2794
H -2.087 4.259 -1.409  0.2869
H -0.705 4.398 -2.074  0.3495
H 1.281 -3.993 -0.329  0.3590
H 0.784 -5.102 0.613  0.2784
H 3.028 3.453 -0.539  0.2333
H 2.735 3.050 -1.993  0.3626
H 2.391 0.931 4.666  0.2883
H 3.423 1.181 3.572  0.3302
H 4.589 -0.771 -2.415  0.3276
H 3.262 -0.325 -2.805  0.3039
H 2.574 -2.405 2.483  0.3022
H 2.735 -3.833 1.781  0.3504
H 1.870 2.927 -4.801  0.2888
H 1.827 1.918 -3.665  0.4751
H 1.661 3.790 1.694  0.2939
H 2.353 4.913 2.457  0.2997
H -4.147 1.839 1.155  0.3922
H -4.225 3.041 0.003  0.2533
H 2.206 -2.571 -4.703  0.2875
H 0.830 -3.154 -5.065  0.2957
H -2.808 1.076 5.336  0.2715
H -2.138 -0.307 4.491  0.4001
H -2.129 0.507 -3.941  0.5264
H -3.063 0.526 -5.126  0.2934
H -3.867 -1.864 -2.089  0.3980
H -5.017 -0.931 -1.576  0.3869
H -2.467 -5.953 0.270  0.2832
H -3.419 -4.696 0.700  0.3110
H 5.450 2.845 2.275  0.2890
H 4.023 3.433 2.013  0.3502
H 2.118 5.360 -0.400  0.3023
H 0.911 5.681 -1.199  0.2742
H -5.226 -0.984 0.946  0.3780
H -6.029 -2.266 1.268  0.2753
H 0.969 -1.859 5.668  0.3507
H 0.299 -0.757 4.935  0.2448
H -6.917 0.335 -0.517  0.2601
H -5.519 0.907 -0.182  0.4441

Ordered calculated total energy results: -1516.06824; -1825.35285; -286.61057; -607.18673; -5252.19370; -266.91573; -379.70812; -2293.21686; unit Ha.